# H5NOSSi

A cluster of 2 separate species, H5NOSSi in total (ωB97M-V/def2-TZVPD, the Open Molecules 2025 dataset).

Calculated values
LUMO level (spin up / spin down): -0.0201 / -0.0185 Ha
E_HOMO (spin up / spin down): -0.3140 / -0.2923 Eh

Each line ends with the natural charge from an NBO analysis.
CARTESIAN COORDINATES (ANGSTROEM)
N (2.060, 0.494, -0.322)  -1.065
O (-0.626, -1.883, -0.526)  -1.134
Si (-0.638, -0.285, -0.343)  1.481
S (-1.401, 0.310, 1.556)  -0.404
H (2.175, 1.436, -0.718)  0.318
H (2.388, 0.742, 0.595)  0.319
H (-1.173, -2.526, 0.037)  0.534
H (-1.510, 0.229, -1.518)  -0.178
H (-1.276, 1.483, 1.239)  0.128

***

# H5NOSi

A cluster of 2 separate species, H5NOSi in total (ωB97M-V/def2-TZVPD, the Open Molecules 2025 dataset).

Calculated values
LUMO level: -0.0349 Ha
E_HOMO: -0.3219 Eh

Each line ends with the natural charge from an NBO analysis.
CARTESIAN COORDINATES (ANGSTROEM)
N (2.139, -0.027, 0.715)  -0.524
O (1.440, 0.116, -0.554)  -0.599
Si (-2.772, -0.112, 0.061)  0.585
H (2.283, 1.071, 1.047)  0.344
H (3.017, -0.389, 0.452)  0.327
H (-3.642, -1.000, -0.674)  -0.298
H (1.139, -0.718, -0.728)  0.453
H (-3.603, 1.059, -0.321)  -0.288

***

# H5NP4

A cluster of 2 separate species, H5NP4 in total (ωB97M-V/def2-TZVPD, the Open Molecules 2025 dataset).

Calculated values
LUMO level (spin up / spin down): -0.0387 / -0.0546 Ha
E_HOMO (spin up / spin down): -0.3119 / -0.3022 Eh

Each line ends with the natural charge from an NBO analysis.
CARTESIAN COORDINATES (ANGSTROEM)
N (-1.444, 0.101, 0.946)  -0.841
P (-1.654, -0.995, -0.056)  0.758
P (-3.926, -1.036, -0.056)  0.027
P (1.274, -1.164, -0.293)  -0.042
P (1.679, 0.194, 1.287)  0.137
H (-3.957, -0.211, -1.186)  -0.001
H (-4.046, 0.047, 0.810)  0.012
H (1.212, -2.312, 0.501)  -0.006
H (2.584, -1.447, -0.683)  0.009
H (1.798, 1.263, 0.381)  -0.052

***

# H5O3

A cluster of 3 separate species, H5O3 in total (ωB97M-V/def2-TZVPD, the Open Molecules 2025 dataset).

Calculated values
LUMO level: 0.1830 Ha
E_HOMO: -0.1496 Eh
Total charge: -1

Each line ends with the natural charge from an NBO analysis.
CARTESIAN COORDINATES (ANGSTROEM)
O (-0.251, -0.690, 0.226)  -1.253
H (-0.385, -1.640, 0.283)  0.423
O (2.141, -0.031, 0.946)  -1.042
H (2.290, 0.595, 0.231)  0.436
H (1.160, -0.290, 0.748)  0.516
O (-1.897, 0.739, -1.172)  -1.034
H (-1.838, 1.534, -0.632)  0.437
H (-1.303, 0.103, -0.647)  0.518

***

# H5O3

A cluster of 3 separate species, H5O3 in total (ωB97M-V/def2-TZVPD, the Open Molecules 2025 dataset).

Calculated values
LUMO level: 0.1771 Ha
E_HOMO: -0.1533 Eh
Total charge: -1

Each line ends with the natural charge from an NBO analysis.
CARTESIAN COORDINATES (ANGSTROEM)
O (0.976, 0.824, -1.919)  -1.080
H (0.664, 0.613, -0.890)  0.500
O (0.360, 0.417, 0.461)  -1.214
H (-0.828, -0.559, 0.980)  0.529
H (1.256, 0.586, 0.766)  0.428
O (-1.538, -1.211, 1.297)  -1.029
H (1.446, 0.039, -2.217)  0.427
H (-2.335, -0.709, 1.522)  0.438

***

# H5OPSiTm

A structure of composition H5OPSiTm (ωB97M-V/def2-TZVPD, the Open Molecules 2025 dataset).

Calculated values
LUMO level (spin up / spin down): -0.5336 / -0.6365 Ha
Expectation value of S²: 2.008
E_HOMO (spin up / spin down): -0.9030 / -0.8681 Eh
Total charge: +3
Spin multiplicity: 3

Each line ends with the Löwdin spin population.
CARTESIAN COORDINATES (ANGSTROEM)
O (-1.903, 1.119, -0.070)  0.829
P (-1.255, -0.329, -0.026)  0.090
Si (0.962, -0.290, -0.106)  0.007
H (-1.674, -0.929, 1.232)  0.060
H (-1.842, -1.095, -1.102)  0.007
H (1.394, -0.061, 1.296)  0.000
H (1.550, -1.600, -0.475)  0.003
H (1.390, 0.782, -0.998)  -0.002
Tm (1.379, 2.403, 0.248)  1.005

***

# H6Li2O15S3

A structure of composition H6Li2O15S3 (ωB97M-V/def2-TZVPD, the Open Molecules 2025 dataset).

Calculated values
LUMO level: 0.2025 Ha
E_HOMO: 0.1382 Eh
Total charge: -4

Each line ends with the natural charge from an NBO analysis.
CARTESIAN COORDINATES (ANGSTROEM)
Li (3.029, -1.691, -2.486)  0.766
Li (-0.619, -0.170, 1.030)  0.960
S (1.025, -4.377, 2.324)  2.572
O (0.787, -5.568, 1.511)  -1.085
O (1.665, -3.265, 1.592)  -1.078
O (-0.250, -3.824, 2.854)  -1.123
O (1.951, -4.637, 3.442)  -1.060
S (-0.863, -2.952, -4.205)  2.621
O (-0.678, -1.758, -3.356)  -1.194
O (0.391, -3.599, -4.231)  -1.157
O (-1.960, -3.770, -3.713)  -1.088
O (-1.055, -2.426, -5.561)  -1.163
S (2.449, 1.886, 5.190)  2.616
O (3.779, 1.404, 4.862)  -1.144
O (2.618, 3.198, 5.785)  -1.157
O (1.591, 2.074, 4.014)  -1.160
O (1.845, 0.896, 6.067)  -1.126
O (1.299, 5.076, -0.940)  -0.929
H (1.265, 4.155, -1.201)  0.472
H (2.045, 5.434, -1.419)  0.456
O (-2.611, 3.070, -4.102)  -0.942
H (-1.845, 2.514, -3.959)  0.486
H (-2.416, 3.542, -4.912)  0.456
O (-4.203, 1.358, 0.609)  -0.932
H (-5.087, 1.487, 0.952)  0.463
H (-4.152, 1.943, -0.147)  0.469

***

# H6N2

A cluster of 2 separate species, H6N2 in total (ωB97M-V/def2-TZVPD, the Open Molecules 2025 dataset).

Calculated values
LUMO level: 0.0319 Ha
E_HOMO: -0.3760 Eh
Structure (SMILES): N.N

Each line ends with the natural charge from an NBO analysis.
CARTESIAN COORDINATES (ANGSTROEM)
N (1.489, 3.944, -0.279)  -1.068
H (2.339, 4.202, 0.233)  0.357
H (0.775, 3.722, 0.423)  0.355
H (1.171, 4.785, -0.771)  0.355
N (-3.580, 3.890, 0.194)  -1.068
H (-4.131, 4.400, 0.893)  0.357
H (-3.881, 4.228, -0.726)  0.357
H (-2.605, 4.180, 0.315)  0.354

***

# H6N2O

A cluster of 2 separate species, H6N2O in total (ωB97M-V/def2-TZVPD, the Open Molecules 2025 dataset).

Calculated values
LUMO level: 0.0344 Ha
E_HOMO: -0.3509 Eh
Structure (SMILES): NO.N

Each line ends with the natural charge from an NBO analysis.
CARTESIAN COORDINATES (ANGSTROEM)
H (3.533, -0.448, -0.134)  0.460
H (1.013, 0.463, -0.420)  0.344
H (2.094, 1.033, 0.787)  0.329
H (-2.478, -0.291, 0.890)  0.356
H (-3.765, -0.176, -0.160)  0.361
H (-2.261, -0.604, -0.685)  0.354
N (2.025, 0.661, -0.192)  -0.534
N (-2.750, 0.005, -0.075)  -1.071
O (2.588, -0.644, -0.011)  -0.599

***

# H6N3O12Zn

A structure of composition H6N3O12Zn (ωB97M-V/def2-TZVPD, the Open Molecules 2025 dataset).

Calculated values
LUMO level: 0.0663 Ha
E_HOMO: -0.2263 Eh
Total charge: -1

Each line ends with the natural charge from an NBO analysis.
CARTESIAN COORDINATES (ANGSTROEM)
Zn (0.163, 0.144, 0.361)  1.756
N (3.114, 0.212, -1.037)  0.733
O (3.673, -0.851, -1.283)  -0.470
O (3.439, 1.272, -1.586)  -0.504
O (2.190, 0.246, -0.161)  -0.716
N (-1.075, -0.890, -2.352)  0.736
O (-0.472, -1.069, -1.248)  -0.655
O (-0.859, 0.172, -2.982)  -0.551
O (-1.835, -1.746, -2.771)  -0.437
N (-2.850, -0.654, 1.175)  0.735
O (-2.725, -1.665, 1.871)  -0.512
O (-3.932, -0.272, 0.750)  -0.462
O (-1.818, 0.068, 0.960)  -0.715
O (-0.161, 1.691, -0.960)  -1.027
H (-0.596, 1.394, -1.787)  0.522
H (0.461, 2.381, -1.209)  0.498
O (0.589, -1.447, 1.508)  -0.979
H (0.672, -2.393, 1.355)  0.517
H (0.399, -1.340, 2.445)  0.499
O (0.441, 1.386, 2.004)  -0.983
H (-0.144, 1.666, 2.715)  0.509
H (1.326, 1.695, 2.232)  0.505

***

# H6N4

A cluster of 2 separate species, H6N4 in total (ωB97M-V/def2-TZVPD, the Open Molecules 2025 dataset).

Calculated values
LUMO level: 0.0401 Ha
E_HOMO: -0.3326 Eh
Structure (SMILES): [H]/N=N/[H].NN

Each line ends with the natural charge from an NBO analysis.
CARTESIAN COORDINATES (ANGSTROEM)
N (-0.972, 0.741, -0.711)  -0.702
N (1.951, -0.276, -0.250)  -0.322
N (-1.088, 0.107, 0.587)  -0.686
N (1.578, -1.381, 0.166)  -0.304
H (-0.018, 1.049, -0.685)  0.371
H (-1.674, 1.492, -1.003)  0.340
H (-1.473, 0.580, 1.366)  0.336
H (2.871, -0.216, -0.032)  0.305
H (-1.792, -0.593, 0.377)  0.338
H (0.616, -1.503, 0.185)  0.325

***

# H6N4

A cluster of 2 separate species, H6N4 in total (ωB97M-V/def2-TZVPD, the Open Molecules 2025 dataset).

Calculated values
LUMO level: 0.0274 Ha
E_HOMO: -0.3180 Eh
Structure (SMILES): [H]/N=N\[H].NN

Each line ends with the natural charge from an NBO analysis.
CARTESIAN COORDINATES (ANGSTROEM)
H (-2.265, -1.070, 1.001)  0.279
H (-0.907, -1.065, 2.408)  0.287
H (1.831, -0.361, -1.745)  0.338
H (1.350, -0.416, -0.208)  0.332
H (0.959, 1.774, -0.434)  0.335
H (-0.455, 1.142, -1.102)  0.357
N (-1.503, -0.403, 0.736)  -0.262
N (-0.622, -0.533, 1.570)  -0.301
N (1.061, -0.193, -1.105)  -0.669
N (0.552, 1.125, -1.120)  -0.696

***

# H6NO

A cluster of 2 separate species, H6NO in total (ωB97M-V/def2-TZVPD, the Open Molecules 2025 dataset).

Calculated values
LUMO level: -0.1647 Ha
E_HOMO: -0.5662 Eh
Total charge: +1

Each line ends with the natural charge from an NBO analysis.
CARTESIAN COORDINATES (ANGSTROEM)
O (-2.930, -1.243, -1.967)  -0.976
H (-3.486, -0.475, -1.703)  0.478
H (-3.575, -1.926, -2.259)  0.500
N (0.000, 0.000, 0.000)  -0.878
H (-0.243, 0.984, 0.226)  0.463
H (0.950, -0.035, -0.417)  0.466
H (-0.689, -0.380, -0.677)  0.481
H (-0.018, -0.569, 0.868)  0.466

***

# H6NP3

An isolated molecule of H6NP3 (ωB97M-V/def2-TZVPD, the Open Molecules 2025 dataset).

Calculated values
LUMO level (spin up / spin down): 0.0251 / -0.1118 Ha
Expectation value of S²: 2.016
E_HOMO (spin up / spin down): -0.1512 / -0.3634 Eh
Spin multiplicity: 3

Each line ends with the Löwdin spin population.
CARTESIAN COORDINATES (ANGSTROEM)
N (0.232, -1.364, -0.134)  0.646
P (-1.509, 0.711, 1.233)  0.692
P (0.674, 1.295, -1.508)  0.143
P (0.317, 0.130, 0.223)  0.233
H (0.093, -2.251, 0.483)  0.020
H (-2.247, -0.169, 0.410)  0.024
H (-1.196, -0.666, 1.867)  0.106
H (0.294, 0.152, -2.234)  0.018
H (2.112, 1.241, -1.363)  0.023
H (1.231, 0.922, 1.022)  0.095

***

# H6NS2

A cluster of 2 separate species, H6NS2 in total (ωB97M-V/def2-TZVPD, the Open Molecules 2025 dataset).

Calculated values
LUMO level: -0.1514 Ha
E_HOMO: -0.4829 Eh
Total charge: +1

Each line ends with the natural charge from an NBO analysis.
CARTESIAN COORDINATES (ANGSTROEM)
N (-0.971, 0.049, 2.414)  -0.869
H (-0.061, 0.378, 2.062)  0.470
H (-1.749, 0.586, 2.035)  0.462
H (-0.939, 0.030, 3.434)  0.453
H (-1.055, -0.931, 2.132)  0.456
S (0.786, -0.637, -0.097)  -0.206
S (-0.215, 0.665, -1.366)  -0.093
H (2.016, -0.241, -0.410)  0.176
H (-0.958, -0.275, -1.947)  0.151

***

# H6O3

A cluster of 3 separate species, H6O3 in total (ωB97M-V/def2-TZVPD, the Open Molecules 2025 dataset).

Calculated values
LUMO level: 0.0125 Ha
E_HOMO: -0.3971 Eh
Structure (SMILES): O.O.O

Each line ends with the natural charge from an NBO analysis.
CARTESIAN COORDINATES (ANGSTROEM)
O (-1.141, 0.287, -0.621)  -0.957
H (-2.011, -0.091, -0.777)  0.480
H (-0.869, -0.049, 0.239)  0.485
O (0.923, 1.735, -1.947)  -0.960
H (0.764, 2.505, -1.394)  0.462
H (0.190, 1.138, -1.739)  0.490
O (0.864, -1.548, 2.289)  -0.938
H (0.192, -2.179, 2.562)  0.468
H (1.088, -1.799, 1.388)  0.470

***

# H6O3

A cluster of 3 separate species, H6O3 in total (ωB97M-V/def2-TZVPD, the Open Molecules 2025 dataset).

Calculated values
LUMO level: 0.0155 Ha
E_HOMO: -0.3841 Eh
Structure (SMILES): O.O.O

Each line ends with the natural charge from an NBO analysis.
CARTESIAN COORDINATES (ANGSTROEM)
O (-1.130, -1.437, 0.483)  -0.922
H (-1.509, -2.257, 0.759)  0.477
H (-1.865, -0.905, 0.754)  0.467
O (0.863, 0.952, -1.844)  -0.969
H (0.963, 1.911, -2.022)  0.454
H (1.007, 0.834, -0.902)  0.486
O (0.904, 0.214, 0.736)  -0.942
H (0.165, -0.344, 0.922)  0.491
H (0.599, 1.032, 1.117)  0.458

***

# H6O3

A cluster of 3 separate species, H6O3 in total (ωB97M-V/def2-TZVPD, the Open Molecules 2025 dataset).

Calculated values
LUMO level: 0.0257 Ha
E_HOMO: -0.4065 Eh
Structure (SMILES): O.O.O

Each line ends with the natural charge from an NBO analysis.
CARTESIAN COORDINATES (ANGSTROEM)
O (2.506, -0.614, 0.820)  -0.942
H (2.376, -0.251, -0.060)  0.476
H (3.269, -1.125, 0.686)  0.470
O (-2.048, 1.304, -1.575)  -0.949
H (-1.680, 0.607, -1.065)  0.481
H (-3.012, 1.494, -1.195)  0.466
O (-0.541, -0.518, 0.373)  -0.960
H (-1.148, -0.183, 0.940)  0.455
H (0.277, -0.715, 1.075)  0.503

***

# H6O3

A cluster of 3 separate species, H6O3 in total (ωB97M-V/def2-TZVPD, the Open Molecules 2025 dataset).

Calculated values
LUMO level: 0.0280 Ha
E_HOMO: -0.3968 Eh
Structure (SMILES): O.O.O

Each line ends with the natural charge from an NBO analysis.
CARTESIAN COORDINATES (ANGSTROEM)
H (0.463, 1.665, -0.256)  0.477
H (1.242, 0.692, 0.614)  0.488
H (-3.171, -0.232, 0.688)  0.466
H (-2.374, -1.059, -0.308)  0.468
H (1.882, 0.012, -0.712)  0.491
H (1.726, -1.096, 0.317)  0.461
O (0.574, 0.724, -0.080)  -0.952
O (-2.731, -0.174, -0.168)  -0.933
O (2.388, -0.530, -0.096)  -0.964

***

# H6O3

A cluster of 3 separate species, H6O3 in total (ωB97M-V/def2-TZVPD, the Open Molecules 2025 dataset).

Calculated values
LUMO level: 0.0136 Ha
E_HOMO: -0.3861 Eh
Structure (SMILES): O.O.O

Each line ends with the natural charge from an NBO analysis.
CARTESIAN COORDINATES (ANGSTROEM)
O (-1.767, -1.438, -1.051)  -0.922
H (-2.339, -0.805, -0.686)  0.463
H (-2.121, -2.155, -0.548)  0.466
O (1.849, 2.104, 0.131)  -0.971
H (1.615, 2.800, 0.695)  0.457
H (1.308, 1.328, 0.298)  0.491
O (0.675, -0.253, 0.488)  -0.951
H (-0.149, -0.433, 0.027)  0.488
H (0.932, -1.146, 0.650)  0.479